Record 1
C21H22N6O3S2 | ωB97M-V/def2-TZVPD

Positions of all 54 atoms, in Å:
C -1.705 -3.484 1.899
C -0.557 -4.055 1.079
C 0.423 -2.974 0.652
C 1.549 -3.525 -0.199
O 1.776 -4.700 -0.335
N 2.386 -2.599 -0.792
C 2.260 -1.241 -0.884
N 1.151 -0.584 -0.855
N 1.307 0.732 -0.945
C 2.518 1.130 -1.052
C 2.940 2.545 -1.199
C 3.537 2.752 -2.594
H 3.795 3.799 -2.731
H 2.823 2.468 -3.364
H 4.439 2.154 -2.714
C 3.945 2.932 -0.114
H 4.268 3.958 -0.267
H 4.819 2.283 -0.153
H 3.496 2.866 0.874
H 2.038 3.156 -1.095
S 3.675 -0.204 -1.048
H 3.217 -3.005 -1.208
H -0.083 -2.146 0.153
S 1.260 -2.185 2.096
C 0.636 -0.550 1.965
N -0.497 -0.337 1.392
C -0.901 0.940 1.185
C -0.100 2.011 1.538
C -0.386 3.338 1.162
N -0.565 4.424 0.839
C 1.155 1.793 2.230
O 1.961 2.619 2.593
N 1.421 0.429 2.457
H 2.294 0.209 2.925
C -2.203 1.076 0.536
C -2.578 0.097 -0.386
C -3.810 0.170 -1.018
C -4.674 1.226 -0.712
C -4.303 2.183 0.210
C -3.071 2.119 0.839
H -2.800 2.859 1.575
H -4.981 2.989 0.444
H -5.629 1.267 -1.210
O -4.265 -0.727 -1.932
C -3.442 -1.819 -2.266
H -2.492 -1.490 -2.699
H -3.997 -2.390 -3.008
H -3.244 -2.454 -1.396
H -1.871 -0.684 -0.607
H -0.026 -4.821 1.647
H -0.939 -4.527 0.171
H -2.209 -2.688 1.356
H -1.337 -3.072 2.836
H -2.425 -4.264 2.129

energy above the lowest of the compared OMol25 structures with the same formula, charge and spin: 0.000 eV
SMILES string: CC[C@@H](Sc1nc(-c2cccc(OC)c2)c(C#N)c(=O)[nH]1)C(=O)Nc1nnc(C(C)C)s1
gap between HOMO and LUMO: 8.112 eV
spin multiplicity: 1

Löwdin population analysis, charges in e, atoms 1 to 5:
1 C -0.106
2 C -0.259
3 C -0.456
4 C -0.496
5 O 0.109

***

Record 2
C21H22O10S2 | ωB97M-V/def2-TZVPD

Positions of all 55 atoms, in Å:
C 3.638 1.616 2.898
C 2.461 2.251 3.714
C 1.991 3.616 3.101
C 0.770 3.316 2.236
C 0.973 2.661 1.040
C -0.085 2.319 0.227
C -1.345 2.661 0.656
C -1.550 3.328 1.841
C -0.494 3.672 2.651
C -2.990 3.617 2.199
O -3.365 4.676 2.671
C -3.933 2.479 1.872
C -4.943 2.104 2.726
C -5.716 1.028 2.351
C -5.497 0.343 1.182
C -4.491 0.727 0.319
C -3.721 1.798 0.691
C -2.561 2.280 -0.155
O -2.611 2.364 -1.370
H 3.787 2.221 2.004
H 4.533 1.557 3.518
H 3.325 0.620 2.589
H 2.689 2.344 4.779
H 1.617 1.559 3.629
H 2.784 4.084 2.517
H 1.654 4.242 3.934
H 1.970 2.368 0.726
H 0.037 1.781 -0.706
H -0.662 4.204 3.582
H -5.089 2.656 3.648
H -6.505 0.688 3.016
H -6.124 -0.514 0.958
H -4.288 0.222 -0.618
C 1.659 -1.780 -0.636
C 2.637 -2.377 -1.625
O 3.884 -1.724 -1.327
S 3.961 -1.400 0.239
O 4.708 -2.416 0.886
O 4.269 -0.025 0.397
O 2.407 -1.625 0.578
H 1.322 -0.791 -0.958
H 0.796 -2.418 -0.467
H 2.344 -2.208 -2.667
H 2.766 -3.450 -1.458
C -0.865 -4.896 -5.232
C 0.125 -5.467 -6.223
O 1.371 -4.846 -5.883
S 1.424 -4.588 -4.303
O 2.147 -5.637 -3.687
O 1.751 -3.222 -4.081
O -0.136 -4.803 -4.001
H -1.182 -3.891 -5.518
H -1.740 -5.528 -5.106
H -0.141 -5.248 -7.254
H 0.238 -6.546 -6.099

SMILES string: CCCc1ccc2c(c1)C(=O)c1ccccc1C2=O.O=S1(=O)OCCO1.O=S1(=O)OCCO1
gap between HOMO and LUMO: 9.001 eV
spin multiplicity: 1

Löwdin population analysis, charges in e, atoms 1 to 5:
1 C -0.095
2 C -0.214
3 C -0.138
4 C -0.219
5 C -0.011

***

Record 3
C21H22O5 | ωB97M-V/def2-TZVPD

Positions of all 48 atoms, in Å:
O 3.127 3.482 -1.243
O -0.378 3.433 -0.070
O 3.165 -1.721 -1.606
O -0.326 -3.643 -0.146
O 3.132 1.256 -1.891
C 2.667 2.381 -1.265
C 0.762 3.104 0.136
C 2.166 -1.106 -1.453
C 0.789 -2.992 -0.492
C -0.351 0.408 -0.837
C -1.634 -1.653 -0.548
C 0.909 -1.673 -0.844
C -0.393 -0.957 -0.783
C 1.369 2.131 -0.749
C -1.508 -3.009 -0.221
C 0.930 0.971 -1.209
C -2.762 -3.790 -0.086
C -2.795 -5.117 0.089
C -4.005 -5.949 -0.204
C 2.341 5.147 5.675
C 1.406 3.075 1.557
C 1.687 4.427 4.557
C 1.970 4.450 2.018
C 2.639 4.332 3.444
C 1.531 0.271 -3.455
C 2.009 0.300 -1.978
H 1.778 -3.502 -0.489
H -1.056 1.185 -0.811
H -2.619 -1.246 -0.816
H -3.663 -3.288 -0.323
H -1.828 -5.680 0.164
H -4.938 -5.444 -0.364
H -3.802 -6.478 -1.115
H -4.136 -6.680 0.551
H 2.670 6.194 5.432
H 1.533 5.207 6.441
H 3.257 4.610 6.009
H 2.281 2.440 1.509
H 0.656 2.793 2.278
H 1.388 3.450 4.905
H 0.740 4.964 4.339
H 2.748 4.851 1.323
H 1.187 5.162 2.067
H 3.403 5.209 3.441
H 3.065 3.314 3.521
H 1.614 1.395 -3.690
H 2.194 -0.476 -3.977
H 0.482 -0.137 -3.385

energy above the lowest of the compared OMol25 structures with the same formula, charge and spin: 4.819 eV
SMILES string: C/C=C/C1=CC2=CC3=C(C(=O)CCCCC)C(=O)O[C@@]3(C)C(=O)C2=CO1
gap between HOMO and LUMO: 7.283 eV
spin multiplicity: 1

Löwdin population analysis, charges in e, atoms 1 to 5:
1 O 0.162
2 O 0.125
3 O 0.162
4 O 0.076
5 O 0.108

***

Record 4
C21H23BBrF9N11OS3SbSeTm | ωB97M-V/def2-TZVPD

Positions of all 73 atoms, in Å:
Tm -0.187 1.786 -0.914
B -1.517 0.760 2.849
N -2.625 1.183 1.851
C -3.922 1.369 2.153
C -4.579 1.787 1.009
C -3.570 1.838 0.037
N -2.402 1.463 0.542
N -0.382 1.826 2.814
C 0.230 2.347 3.892
C 1.208 3.229 3.458
C 1.118 3.167 2.063
N 0.158 2.329 1.681
H -2.002 0.774 3.970
H -1.067 -0.338 2.583
H -4.277 1.201 3.161
H -5.623 2.046 0.893
H -3.652 2.150 -0.999
H -0.083 2.059 4.888
H 1.884 3.826 4.054
H 1.676 3.730 1.329
S -1.829 6.559 -3.589
Sb -1.978 4.460 -2.684
S -1.190 4.268 -0.485
S -3.645 3.138 -3.567
F 3.677 -0.501 -1.609
C 3.909 0.825 -1.665
F 3.396 1.279 -2.823
F 5.259 0.999 -1.704
C 3.222 1.537 -0.446
O 1.935 1.183 -0.294
C 4.025 1.109 0.847
F 5.266 1.655 0.901
F 4.178 -0.238 0.904
F 3.341 1.477 1.934
C 3.357 3.132 -0.623
F 3.763 3.756 0.519
F 2.139 3.608 -0.867
F 4.177 3.535 -1.613
Se 1.391 -0.955 -3.929
N -0.020 -1.941 -4.454
C -1.051 -1.517 -3.726
C -2.370 -2.003 -3.758
C -3.304 -1.424 -2.890
C -2.945 -0.390 -2.041
N -1.698 0.118 -1.972
C -0.763 -0.445 -2.772
N 0.467 -0.013 -2.685
H -2.639 -2.799 -4.447
H -4.333 -1.768 -2.878
H -3.679 0.047 -1.379
C 0.724 -2.990 -0.902
N 0.892 -4.265 -0.156
C -0.424 -4.657 0.372
N -1.015 -3.633 1.243
C -1.132 -2.379 0.457
N 0.172 -1.925 -0.056
C 1.094 -1.723 1.079
N 1.255 -2.961 1.883
C 1.776 -4.005 0.994
C -0.077 -3.383 2.352
H 0.058 -3.161 -1.746
H 1.690 -2.671 -1.283
H -0.317 -5.587 0.936
H -1.095 -4.832 -0.468
H -1.567 -1.604 1.077
H -1.796 -2.559 -0.392
H 0.713 -0.932 1.721
H 2.059 -1.416 0.692
H 1.898 -4.931 1.564
H 2.751 -3.690 0.620
H -0.489 -2.602 2.988
H 0.027 -4.301 2.936
Br 0.357 2.980 -3.429

⟨S²⟩: 3.78
gap between HOMO and LUMO (alpha / beta): 5.641 / 7.329 eV
spin multiplicity: 4
total charge: -2

Löwdin population analysis, charges in e, atoms 1 to 5:
1 Tm 0.997
2 B -0.416
3 N -0.076
4 C -0.104
5 C -0.066